[1]
Below is a structure of composition C14H31N4O6Tl at a distorted geometry, with properties calculated with ωB97M-V/def2-TZVPD.

Charge: +2
2S+1: 1

The geometry in XYZ format:
```
56
Properties=species:S:1:pos:R:3:forces:R:3
Tl -0.1678 -15.3081 14.2674 0.15 0.51 -0.64
C 2.6765 -10.8706 15.0758 -0.58 0.61 0.28
C 1.9768 -12.1264 15.4988 0.95 1.96 -0.84
O 1.9744 -12.4252 16.7110 -0.40 -1.04 0.03
O 1.3042 -12.8123 14.7007 -0.31 -0.79 0.64
H 2.0721 -10.0483 15.4823 0.13 -0.16 0.24
H 2.6604 -10.6654 14.0042 0.21 -0.58 -0.14
H 3.6730 -10.7679 15.5003 0.06 -0.16 -0.09
C 1.6623 -15.6386 9.8403 0.55 0.22 0.59
C 2.0175 -14.6171 10.9137 -0.82 -0.74 -0.31
O 1.6264 -14.8012 12.0654 -0.03 0.17 0.57
N 2.7560 -13.5683 10.5529 0.27 0.96 -0.43
C 2.9008 -12.3711 11.3622 -0.12 0.47 -0.55
H 2.1224 -16.5532 10.2162 -0.13 -0.20 -0.35
H 2.0439 -15.3975 8.8517 0.05 -0.01 0.01
H 0.5849 -15.7741 9.8057 -0.04 0.03 0.07
H 2.8939 -13.4120 9.5666 0.05 -0.32 -0.02
H 2.9727 -12.6438 12.4063 -0.05 0.13 0.09
H 2.0756 -11.6800 11.1467 -0.34 -0.29 0.51
H 3.7476 -11.7712 11.0241 0.41 -0.53 0.20
C 4.2089 -14.7902 21.8742 0.15 -0.27 -1.04
C 3.8731 -13.9186 20.6698 0.18 -0.38 0.49
O 2.8788 -14.0634 19.9793 -0.15 -0.01 -0.10
N 4.7540 -12.9232 20.3698 -0.22 0.54 -0.29
C 4.6184 -11.9986 19.2597 0.43 -0.10 0.90
H 5.2745 -15.0116 21.9502 0.08 0.49 0.11
H 3.7664 -15.7665 21.6870 -0.46 0.17 0.36
H 3.8360 -14.2895 22.7630 -0.06 -0.21 0.16
H 5.6528 -12.9160 20.8347 -0.06 -0.16 0.07
H 4.7405 -10.9927 19.6787 0.22 0.06 -0.15
H 3.6402 -12.0210 18.7957 0.05 -0.48 -0.10
H 5.4711 -12.2310 18.6168 -0.24 0.41 -0.51
C 1.0461 -3.8484 13.5416 0.28 0.27 0.75
C 1.9106 -5.0794 13.5196 0.10 -0.12 -0.89
O 3.1196 -5.1164 13.6125 -0.16 0.24 0.42
N 1.2119 -6.2585 13.3316 0.00 -0.08 0.25
C 1.8310 -7.5554 13.3868 -0.14 -0.19 -1.48
H 0.2450 -3.8111 12.8075 0.08 -0.25 -0.14
H 1.6527 -2.9493 13.4768 0.09 -0.09 -0.16
H 0.5872 -3.8392 14.5358 -0.12 0.07 -0.08
H 0.3266 -6.1766 12.8562 -0.14 -0.05 0.24
H 2.9122 -7.4860 13.4600 -0.06 0.22 0.62
H 1.6831 -8.0451 12.4124 -0.13 -0.05 0.10
H 1.3459 -8.1998 14.1204 0.18 0.07 0.33
C -1.3564 -10.9922 13.2066 -0.44 -0.51 -0.07
C -1.4358 -12.1094 12.1989 0.80 -1.25 0.00
O -1.1177 -13.2702 12.4988 -0.14 -0.12 0.45
N -1.8279 -11.8420 10.9512 -0.15 0.79 -0.03
C -2.0141 -12.8570 9.9189 -0.16 0.20 0.46
H -0.7164 -10.1969 12.8326 -0.29 0.32 0.06
H -0.9606 -11.3859 14.1369 0.20 -0.07 -0.08
H -2.3899 -10.7078 13.4159 0.18 0.61 -0.10
H -1.9642 -10.8722 10.7151 -0.19 -0.07 -0.09
H -2.7652 -12.5052 9.2175 0.13 0.07 -0.12
H -2.4071 -13.7491 10.3986 0.17 -0.12 -0.08
H -1.0715 -13.0625 9.4168 -0.04 -0.16 -0.12
```
Forces are in eV/Å.

[2]
Below is a cluster of 2 separate species, C14H31NO6P in total, with properties calculated with ωB97M-V/def2-TZVPD.

Charge: +1
2S+1: 1

The geometry in XYZ format:
```
53
Properties=species:S:1:pos:R:3:forces:R:3
C -3.0799 4.4425 -3.4233 0.10 0.00 0.11
O -2.2674 3.2889 -3.4709 0.01 -0.12 -0.27
C -1.4846 3.1172 -2.3294 0.04 -0.10 0.25
C -0.9052 1.7169 -2.2978 0.13 0.09 0.11
C -0.2386 1.4344 -0.9504 -0.20 0.07 -0.19
C 0.6645 0.2077 -1.0047 -0.10 -0.23 0.10
C 1.1419 -0.3581 0.3486 -0.36 -0.16 -0.11
C 1.3496 0.6861 1.4131 0.26 0.24 0.13
C 2.4077 1.7250 1.0597 0.10 -0.27 0.23
N 2.2216 2.8715 2.0294 -0.44 -0.01 -0.17
P 3.3676 4.2067 1.7074 0.72 0.32 0.07
O 4.7450 3.7619 1.8634 0.09 -0.19 0.01
C 2.3326 2.3795 3.4561 -0.11 0.10 0.36
C 1.6435 1.0266 3.6937 0.10 -0.15 -0.04
O 1.7778 0.1104 2.6349 -0.03 -0.07 0.03
H -3.9571 4.2671 -2.7990 -0.10 0.02 0.09
H -3.3960 4.6749 -4.4329 -0.06 -0.04 -0.13
H -2.5282 5.2963 -3.0238 0.06 0.11 0.00
H -0.6645 3.8497 -2.3100 0.02 0.13 0.00
H -2.0773 3.2802 -1.4175 -0.12 0.01 0.02
H -1.7043 1.0001 -2.4736 -0.06 -0.10 -0.06
H -0.1744 1.6025 -3.0980 0.01 -0.01 -0.14
H 0.2905 2.3483 -0.6552 0.16 0.00 0.13
H -1.0285 1.2744 -0.2128 -0.02 0.02 0.13
H 0.0518 -0.5699 -1.4596 0.15 -0.17 -0.14
H 1.5025 0.3560 -1.6851 0.08 0.21 -0.03
H 0.3689 -1.0390 0.7044 0.02 -0.01 0.24
H 2.0369 -0.9677 0.2397 0.15 0.05 -0.07
H 0.3983 1.2013 1.6076 -0.12 0.05 -0.16
H 3.3891 1.3146 1.2827 0.13 -0.05 -0.19
H 2.3687 2.0791 0.0362 -0.10 0.23 -0.07
H 1.2683 3.2213 1.8877 -0.05 -0.02 0.00
H 2.9658 4.6096 0.4270 -0.27 -0.07 0.04
H 2.9128 5.1655 2.6220 -0.26 -0.02 -0.05
H 1.8491 3.1273 4.0824 0.04 0.09 0.05
H 3.3847 2.3602 3.7247 0.18 -0.14 -0.28
H 0.5893 1.1669 3.9408 -0.15 0.12 -0.11
H 2.1252 0.5764 4.5571 -0.02 0.00 0.12
C -0.7870 -7.1991 0.8986 0.05 0.05 -0.14
C -1.5163 -5.9413 1.3138 -0.03 -0.19 0.21
O -1.1992 -4.8333 0.4488 0.03 0.05 0.03
C -1.8583 -4.8154 -0.7069 0.05 0.10 0.08
O -2.6989 -5.5937 -1.0627 -0.08 -0.12 -0.07
O -1.4331 -3.7590 -1.4071 0.03 0.11 -0.07
C -2.0338 -3.6371 -2.7020 -0.01 0.09 -0.09
H 0.2867 -7.0171 0.8449 0.01 -0.01 0.06
H -0.9694 -7.9915 1.6237 -0.01 0.00 0.02
H -1.1260 -7.5426 -0.0775 -0.05 0.00 0.01
H -1.2003 -5.6176 2.3034 0.04 0.08 -0.03
H -2.5949 -6.0900 1.3288 -0.01 0.02 -0.08
H -3.1180 -3.6666 -2.6308 -0.01 -0.05 0.01
H -1.6852 -4.4328 -3.3573 -0.05 -0.05 0.01
H -1.7144 -2.6749 -3.0923 0.05 0.00 0.03
```
Forces are in eV/Å.

[3]
Below is a structure of composition C14H32Ba2NO6 at a distorted geometry, with properties calculated with ωB97M-V/def2-TZVPD.

Charge: +3
2S+1: 1

The geometry in XYZ format:
```
55
Properties=species:S:1:pos:R:3:forces:R:3
Ba -0.4446 -3.5229 -3.5238 0.43 0.46 1.83
Ba -2.6792 0.1426 -5.8736 0.90 1.48 0.89
O -0.7538 0.8636 -2.1894 -0.25 -0.40 -0.09
C -0.7167 -0.4157 -2.5584 0.20 -0.02 -0.01
O -0.7923 -0.6349 -3.8320 -0.99 -0.40 -0.79
O -0.6008 -1.3239 -1.7255 -0.20 -0.42 -0.73
H -0.7203 0.9159 -1.2135 0.23 0.17 0.03
C -1.8166 -4.9761 1.2055 -0.30 -0.49 0.01
C -2.0081 -4.8664 -0.2996 -0.16 -0.62 1.12
O -1.0543 -3.9402 -0.9095 -0.73 0.03 -0.95
H -2.1742 -4.1086 1.7599 0.30 0.21 -0.15
H -0.8016 -5.2541 1.4819 0.08 0.26 -0.05
H -2.4502 -5.7984 1.5557 0.01 0.03 -0.12
H -3.0485 -4.5733 -0.4724 0.20 0.25 -0.41
H -1.8590 -5.8538 -0.7362 0.22 0.16 -0.26
H -1.2900 -3.0698 -0.5576 0.45 0.09 0.17
C -2.2504 4.5162 -5.4465 -0.12 0.01 -0.81
C -1.9106 3.7228 -4.2180 -0.34 0.55 0.48
O -1.6323 2.3130 -4.5213 -0.37 -0.59 -0.30
H -2.8047 3.9409 -6.2019 0.07 -0.15 0.15
H -1.3644 4.9216 -5.9326 0.02 -0.11 -0.04
H -2.9089 5.3576 -5.2363 0.11 0.01 0.32
H -2.7173 3.7568 -3.4823 -0.06 -0.16 -0.12
H -1.0401 4.1667 -3.7350 0.15 -0.28 -0.04
H -1.2234 1.9526 -3.7154 0.12 0.00 -0.11
C 2.5123 0.8087 -0.3999 -0.07 -0.71 -0.17
C 2.2731 0.6290 1.0958 1.00 0.00 0.53
C 2.2890 2.0099 1.7478 0.05 0.21 0.37
C 1.8947 1.9645 3.2124 -0.84 -0.37 0.09
C 0.5155 1.3086 3.3670 0.13 0.11 1.21
C 0.3016 -0.0137 2.6453 0.21 -0.18 -0.40
N 0.9621 0.0500 1.3331 -1.03 0.47 -1.23
O 0.8524 -1.2093 0.6574 0.42 -0.34 0.46
C 0.7922 -1.1813 3.5188 0.20 -0.11 -0.28
C -1.1958 -0.1395 2.3786 -0.13 -0.04 -0.76
C 3.4387 -0.2063 1.6863 -1.04 -0.56 -0.17
H 1.6386 1.2555 -0.8841 0.14 0.29 0.02
H 2.6998 -0.1587 -0.8795 -0.10 0.01 0.07
H 3.4121 1.3972 -0.5709 -0.14 0.25 0.00
H 3.3007 2.4091 1.6525 -0.07 0.11 -0.14
H 1.5939 2.6833 1.2338 0.08 -0.05 -0.14
H 1.7872 2.9666 3.6244 0.35 0.05 0.01
H 2.6028 1.4122 3.8298 0.24 0.14 -0.13
H -0.2862 2.0298 3.1974 0.06 -0.02 -0.52
H 0.3901 1.0382 4.4229 -0.04 0.27 0.00
H 1.6112 -0.8532 4.1581 -0.13 -0.10 0.20
H -0.0370 -1.5632 4.1114 0.14 0.07 0.29
H 1.1703 -2.0150 2.9267 -0.10 0.05 -0.13
H -1.4260 -0.9730 1.7027 0.08 -0.29 0.43
H -1.7466 -0.2419 3.3100 -0.13 0.00 -0.04
H -1.5417 0.7402 1.8242 0.01 0.13 0.32
H 3.4496 -1.2003 1.2294 0.17 0.15 -0.22
H 3.2200 -0.4154 2.7313 0.45 0.31 0.14
H 4.3918 0.2895 1.5346 0.11 -0.02 0.17
H 0.1963 -1.0538 -0.0193 0.01 0.08 -0.03
```
Forces are in eV/Å.

Calculated gap between HOMO and LUMO in order - 1.814, 8.719, 3.045 eV
Calculated relative energy (zero: lowest compared OMol25 entry of this formula, charge and spin) in order - 49.6, 17.0, 0.0 kcal per mole